No. 1
{
  "formula": "C14H27ClILaN2P2S",
  "method": "ωB97M-V/def2-TZVPD",
  "charge": 2,
  "orbital_gap_ev": 6.92,
  "energy_ha": -2529.14183,
  "lumo_energy_ha": -0.27268,
  "max_force_ha_per_bohr": 0.040,
  "symbols": ["C", "I", "H", "H", "H", "La", "P", "C", "C", "H", "H", "H", "H", "H", "H", "C", "H", "H", "H", "P", "C", "C", "H", "H", "H", "C", "H", "H", "H", "H", "H", "H", "Cl", "N", "C", "N", "C", "C", "C", "C", "C", "C", "S", "H", "H", "H", "H", "H", "H"],
  "xyz": [[-1.12, 0.03, -3.97], [-2.90, 0.70, -2.51], [-0.08, 0.15, -3.62], [-1.33, 0.73, -4.82], [-1.36, -1.00, -4.27], [-0.48, 0.03, -0.74], [-0.04, 2.90, -0.26], [-1.42, 4.07, -0.22], [1.06, 3.61, 1.01], [1.08, 4.70, 0.92], [0.89, 4.63, -1.60], [2.08, 3.20, 0.89], [1.80, 3.08, -1.88], [-1.96, 3.94, 0.73], [0.68, 3.33, 2.00], [0.81, 3.54, -1.76], [-1.03, 5.10, -0.28], [0.21, 3.33, -2.67], [-2.10, 3.87, -1.06], [-0.14, -2.83, 0.07], [-1.47, -4.03, 0.41], [0.77, -3.74, -1.21], [1.96, -2.70, 1.31], [1.08, -4.25, 1.64], [0.54, -2.70, 2.41], [0.98, -3.15, 1.51], [1.75, -3.28, -1.40], [0.89, -4.76, -0.84], [-1.00, -5.02, 0.56], [-2.15, -4.06, -0.45], [0.21, -3.74, -2.15], [-2.01, -3.73, 1.32], [2.10, 0.00, -0.77], [-3.03, -0.40, 1.13], [-2.11, -0.08, 2.13], [-0.83, 0.11, 1.85], [-0.09, 0.35, 3.03], [1.30, 0.53, 3.17], [1.81, 0.84, 4.43], [0.95, 0.99, 5.52], [-0.42, 0.80, 5.39], [-0.92, 0.44, 4.15], [-2.63, 0.13, 3.76], [-3.94, -0.62, 1.55], [-2.79, -1.16, 0.49], [1.91, 0.41, 2.28], [2.89, 0.97, 4.55], [1.37, 1.26, 6.49], [-1.12, 0.93, 6.22]]
}

---

No. 2
{
  "formula": "C47H62Br4Cl3GeN6O6PSSiTeTi",
  "method": "ωB97M-V/def2-TZVPD",
  "charge": -2,
  "orbital_gap_ev": 5.62,
  "energy_ha": -18508.70045,
  "lumo_energy_ha": 0.13293,
  "de_lowest_ev": 3.427,
  "max_force_ha_per_bohr": 0.041,
  "symbols": ["Ti", "Br", "C", "C", "Br", "C", "Br", "C", "O", "C", "O", "C", "Br", "O", "C", "O", "C", "N", "C", "C", "C", "H", "H", "H", "H", "H", "H", "H", "H", "H", "Cl", "Ge", "Cl", "Cl", "C", "N", "C", "P", "O", "N", "C", "C", "N", "C", "C", "H", "H", "H", "H", "H", "H", "H", "H", "H", "H", "H", "H", "H", "H", "H", "H", "H", "H", "C", "C", "C", "C", "N", "C", "S", "N", "H", "H", "H", "H", "H", "C", "C", "C", "C", "Si", "O", "C", "C", "C", "C", "C", "C", "C", "C", "C", "C", "C", "C", "H", "H", "H", "H", "H", "H", "H", "H", "H", "H", "H", "H", "H", "H", "H", "H", "H", "H", "H", "C", "C", "C", "C", "C", "C", "Te", "C", "C", "C", "H", "H", "H", "H", "H", "H", "H", "H", "H", "H", "H"],
  "xyz": [[0.30, -1.30, 1.19], [0.56, -5.01, 6.91], [0.63, -3.58, 5.68], [0.46, -2.28, 6.12], [0.16, -1.92, 7.95], [0.45, -1.23, 5.19], [0.18, 0.56, 5.72], [0.62, -1.47, 3.85], [0.56, -0.58, 2.89], [0.84, -2.81, 3.39], [0.98, -2.91, 2.09], [0.83, -3.84, 4.31], [1.06, -5.60, 3.67], [-1.61, -2.03, 2.50], [-1.72, -2.88, 1.60], [-1.04, -2.81, 0.54], [-2.73, -4.00, 1.83], [-2.39, -5.26, 1.16], [-3.16, -5.27, -0.09], [-4.51, -4.66, 0.28], [-4.11, -3.55, 1.26], [-2.78, -4.14, 2.91], [-2.66, -6.04, 1.74], [-0.84, -5.71, 0.71], [-3.23, -6.28, -0.49], [-2.64, -4.64, -0.82], [-5.13, -5.41, 0.77], [-5.05, -4.26, -0.58], [-4.84, -3.39, 2.05], [-3.99, -2.60, 0.73], [1.59, -4.70, -2.57], [1.39, -3.47, -0.62], [0.27, -6.23, 0.16], [3.44, -4.33, 0.17], [3.73, 1.13, -1.30], [3.35, 1.60, 0.03], [4.02, 2.83, 0.37], [3.15, 0.33, 1.16], [2.10, -0.68, 0.67], [3.34, 0.36, 2.83], [3.79, -0.89, 3.43], [3.55, 1.52, 3.67], [4.63, -0.50, 0.87], [4.88, -1.50, -0.14], [5.84, 0.17, 1.30], [3.37, 1.86, -2.03], [3.24, 0.18, -1.51], [4.82, 1.02, -1.42], [3.73, 3.60, -0.36], [5.12, 2.74, 0.33], [3.72, 3.18, 1.35], [3.52, -1.73, 2.79], [3.30, -1.01, 4.40], [4.88, -0.92, 3.60], [3.13, 2.41, 3.20], [4.62, 1.68, 3.88], [3.04, 1.37, 4.62], [3.95, -1.81, -0.59], [5.35, -2.38, 0.30], [5.55, -1.12, -0.93], [5.59, 1.01, 1.95], [6.42, 0.56, 0.45], [6.49, -0.52, 1.86], [-1.51, 6.13, 1.09], [-0.21, 5.52, 1.50], [0.88, 6.31, 1.88], [2.00, 5.61, 2.32], [2.09, 4.30, 2.31], [1.03, 3.60, 1.83], [1.07, 1.88, 1.77], [-0.14, 4.20, 1.48], [-1.48, 7.22, 1.18], [-2.31, 5.74, 1.73], [-1.73, 5.85, 0.07], [0.85, 7.39, 1.88], [2.87, 6.14, 2.71], [-2.17, 1.45, 2.82], [-3.14, 1.29, 1.65], [-3.85, 2.63, 1.44], [-4.19, 0.24, 2.05], [-2.16, 0.71, 0.08], [-0.91, -0.24, 0.49], [-3.41, -0.24, -1.01], [-3.15, -1.53, -1.45], [-4.07, -2.24, -2.23], [-5.28, -1.66, -2.56], [-5.56, -0.37, -2.14], [-4.64, 0.32, -1.37], [-1.55, 2.17, -0.97], [-0.19, 2.35, -1.25], [0.24, 3.41, -2.04], [-0.67, 4.31, -2.57], [-2.03, 4.12, -2.34], [-2.45, 3.07, -1.54], [-2.72, 1.70, 3.74], [-1.46, 2.25, 2.62], [-1.61, 0.54, 2.99], [-4.29, 2.96, 2.39], [-4.65, 2.57, 0.70], [-3.13, 3.39, 1.11], [-4.72, 0.57, 2.95], [-3.69, -0.71, 2.28], [-4.92, 0.06, 1.26], [-2.21, -2.00, -1.19], [-3.83, -3.24, -2.58], [-6.00, -2.21, -3.16], [-6.50, 0.10, -2.41], [-4.88, 1.33, -1.05], [0.53, 1.66, -0.85], [1.30, 3.54, -2.24], [-0.34, 5.15, -3.17], [-2.76, 4.80, -2.77], [-3.51, 2.94, -1.38], [1.37, 0.61, -8.26], [1.17, 0.14, -6.85], [-0.04, 0.31, -6.19], [-0.21, -0.08, -4.86], [-1.56, 0.14, -4.23], [0.85, -0.66, -4.15], [0.66, -1.16, -2.03], [2.05, -0.88, -4.83], [3.21, -1.57, -4.15], [2.20, -0.47, -6.15], [0.43, 0.96, -8.70], [1.77, -0.19, -8.89], [2.08, 1.44, -8.30], [-0.88, 0.75, -6.71], [-2.31, 0.37, -4.99], [-1.52, 0.96, -3.52], [-1.87, -0.75, -3.69], [2.91, -2.57, -3.83], [3.51, -1.02, -3.25], [4.07, -1.65, -4.82], [3.15, -0.63, -6.65]]
}

---

No. 3
{
  "formula": "C15H42O12S",
  "method": "ωB97M-V/def2-TZVPD",
  "orbital_gap_ev": 9.29,
  "energy_ha": -1897.52327,
  "lumo_energy_ha": 0.00442,
  "smiles": "C=C[C@H]1OC(=O)O[C@@]1(S)COC.CO.CO.CO.CO.CO.CO.CO.CO",
  "max_force_ha_per_bohr": 0.045,
  "symbols": ["C", "C", "C", "O", "C", "O", "O", "C", "S", "C", "O", "C", "H", "H", "H", "H", "H", "H", "H", "H", "H", "H", "C", "O", "H", "H", "H", "H", "C", "O", "H", "H", "H", "H", "C", "O", "H", "H", "H", "H", "C", "O", "H", "H", "H", "H", "C", "O", "H", "H", "H", "H", "C", "O", "H", "H", "H", "H", "C", "O", "H", "H", "H", "H", "C", "O", "H", "H", "H", "H"],
  "xyz": [[1.33, -5.03, 0.30], [2.20, -3.99, 0.20], [1.96, -2.76, -0.62], [1.38, -2.98, -1.91], [1.38, -1.67, -2.41], [1.81, -1.29, -3.43], [0.82, -0.93, -1.41], [1.04, -1.63, -0.14], [1.78, -0.42, 0.99], [-0.41, -2.01, 0.36], [-1.43, -1.62, -0.53], [-2.01, -2.69, -1.27], [0.29, -4.85, 0.57], [1.69, -6.04, 0.10], [3.16, -4.05, 0.71], [2.93, -2.28, -0.80], [0.95, 0.63, 0.84], [-0.58, -1.46, 1.29], [-0.46, -3.07, 0.63], [-3.06, -2.48, -1.45], [-1.53, -2.76, -2.25], [-1.97, -3.65, -0.74], [-4.89, -1.94, 1.17], [-3.73, -2.73, 1.42], [-5.74, -2.41, 1.65], [-4.75, -0.93, 1.58], [-5.07, -1.87, 0.09], [-2.99, -2.29, 0.99], [-2.47, -6.55, 1.28], [-1.10, -6.83, 1.57], [-2.62, -5.47, 1.32], [-2.74, -6.91, 0.28], [-3.13, -7.03, 2.02], [-0.98, -7.78, 1.53], [-1.20, -0.39, -4.13], [-2.25, -1.33, -4.35], [-0.65, -0.70, -3.25], [-0.52, -0.36, -4.98], [-1.62, 0.61, -3.95], [-2.73, -1.06, -5.13], [4.55, 2.37, 1.81], [3.39, 1.69, 2.29], [4.28, 2.91, 0.91], [4.91, 3.07, 2.56], [5.34, 1.65, 1.57], [3.63, 1.21, 3.08], [-0.76, 2.67, -1.38], [0.63, 2.39, -1.30], [-0.89, 3.74, -1.29], [-1.17, 2.34, -2.34], [-1.30, 2.17, -0.56], [0.74, 1.43, -1.38], [5.05, 6.09, 0.92], [6.22, 5.32, 1.21], [4.21, 5.61, 1.41], [5.15, 7.10, 1.31], [4.87, 6.13, -0.15], [6.96, 5.75, 0.78], [-0.62, 6.76, -0.28], [0.77, 6.44, -0.21], [-0.72, 7.83, -0.18], [-1.04, 6.45, -1.24], [-1.17, 6.27, 0.53], [0.86, 5.49, -0.30], [-2.61, 1.99, 2.55], [-2.94, 0.63, 2.29], [-2.78, 2.17, 3.61], [-1.57, 2.19, 2.32], [-3.25, 2.66, 1.97], [-2.79, 0.47, 1.35]]
}

---

No. 4
{
  "formula": "C6H9N",
  "method": "ωB97M-V/def2-TZVPD",
  "orbital_gap_ev": 8.88,
  "energy_ha": -288.77929,
  "lumo_energy_ha": 0.03862,
  "smiles": "Cc1c[nH]c(C)c1",
  "de_lowest_ev": 0.075,
  "max_force_ha_per_bohr": 0.005,
  "symbols": ["C", "C", "C", "N", "C", "C", "C", "H", "H", "H", "H", "H", "H", "H", "H", "H"],
  "xyz": [[0.46, 2.46, -0.77], [0.39, 1.05, -0.27], [1.34, 0.38, 0.46], [0.85, -0.87, 0.75], [-0.40, -1.02, 0.21], [-1.19, -2.29, 0.38], [-0.71, 0.16, -0.43], [1.46, 2.88, -0.64], [-0.24, 3.11, -0.23], [0.21, 2.53, -1.83], [2.33, 0.68, 0.78], [1.35, -1.58, 1.26], [-0.83, -2.87, 1.23], [-2.25, -2.07, 0.56], [-1.13, -2.92, -0.51], [-1.64, 0.36, -0.94]]
}

---

No. 5
{
  "formula": "C50H150O25",
  "method": "ωB97M-V/def2-TZVPD",
  "orbital_gap_ev": 9.54,
  "energy_ha": -3875.79149,
  "lumo_energy_ha": 0.01126,
  "de_lowest_ev": 1.672,
  "max_force_ha_per_bohr": 0.058,
  "symbols": ["C", "C", "O", "H", "H", "H", "H", "H", "H", "C", "C", "O", "H", "H", "H", "H", "H", "H", "C", "C", "O", "H", "H", "H", "H", "H", "H", "C", "C", "O", "H", "H", "H", "H", "H", "H", "C", "C", "O", "H", "H", "H", "H", "H", "H", "C", "C", "O", "H", "H", "H", "H", "H", "H", "C", "C", "O", "H", "H", "H", "H", "H", "H", "C", "C", "O", "H", "H", "H", "H", "H", "H", "C", "C", "O", "H", "H", "H", "H", "H", "H", "C", "C", "O", "H", "H", "H", "H", "H", "H", "C", "C", "O", "H", "H", "H", "H", "H", "H", "C", "C", "O", "H", "H", "H", "H", "H", "H", "C", "C", "O", "H", "H", "H", "H", "H", "H", "C", "C", "O", "H", "H", "H", "H", "H", "H", "C", "C", "O", "H", "H", "H", "H", "H", "H", "C", "C", "O", "H", "H", "H", "H", "H", "H", "C", "C", "O", "H", "H", "H", "H", "H", "H", "C", "C", "O", "H", "H", "H", "H", "H", "H", "C", "C", "O", "H", "H", "H", "H", "H", "H", "C", "C", "O", "H", "H", "H", "H", "H", "H", "C", "C", "O", "H", "H", "H", "H", "H", "H", "C", "C", "O", "H", "H", "H", "H", "H", "H", "C", "C", "O", "H", "H", "H", "H", "H", "H", "C", "C", "O", "H", "H", "H", "H", "H", "H", "C", "C", "O", "H", "H", "H", "H", "H", "H"],
  "xyz": [[0.13, 4.60, 5.72], [0.78, 5.31, 4.53], [2.21, 5.40, 4.62], [-0.94, 4.82, 5.72], [0.55, 4.94, 6.66], [0.20, 3.52, 5.63], [0.48, 6.35, 4.48], [0.34, 4.94, 3.60], [2.39, 6.26, 4.22], [2.21, -3.45, -2.77], [3.67, -3.03, -2.60], [4.32, -3.15, -3.84], [2.13, -4.42, -3.26], [1.70, -2.66, -3.33], [1.76, -3.49, -1.78], [4.18, -3.62, -1.84], [3.74, -1.99, -2.27], [5.03, -2.50, -3.88], [-0.44, -4.69, -5.82], [0.68, -3.77, -6.28], [0.39, -3.34, -7.56], [-1.35, -4.10, -5.79], [-0.15, -5.04, -4.82], [-0.62, -5.51, -6.51], [1.60, -4.36, -6.29], [0.76, -2.92, -5.61], [1.20, -3.05, -7.99], [0.11, -4.26, 1.82], [0.84, -3.60, 2.99], [0.09, -3.79, 4.17], [0.72, -4.24, 0.92], [-0.88, -3.85, 1.63], [-0.09, -5.28, 2.14], [1.11, -2.56, 2.84], [1.79, -4.11, 3.14], [0.71, -3.70, 4.90], [-2.81, -0.33, -6.00], [-1.73, -0.76, -6.97], [-2.04, -2.06, -7.45], [-2.81, -1.03, -5.16], [-3.81, -0.29, -6.45], [-2.55, 0.57, -5.45], [-0.78, -0.81, -6.43], [-1.57, -0.05, -7.78], [-1.19, -2.47, -7.63], [-4.22, 4.16, -0.49], [-3.24, 3.09, 0.03], [-3.01, 2.11, -0.99], [-3.83, 4.67, -1.37], [-4.38, 4.89, 0.31], [-5.17, 3.69, -0.74], [-3.65, 2.56, 0.88], [-2.30, 3.58, 0.28], [-3.83, 1.61, -1.04], [-2.86, -3.77, -3.30], [-1.68, -2.99, -2.68], [-1.41, -3.69, -1.46], [-2.70, -4.85, -3.29], [-3.08, -3.44, -4.31], [-3.78, -3.58, -2.76], [-1.88, -1.94, -2.50], [-0.78, -3.10, -3.28], [-1.17, -4.59, -1.68], [2.11, 1.67, 3.63], [2.84, 1.82, 4.98], [3.66, 3.01, 4.87], [1.49, 0.77, 3.69], [2.80, 1.50, 2.80], [1.45, 2.51, 3.41], [3.39, 0.93, 5.31], [2.08, 1.93, 5.76], [3.13, 3.81, 4.76], [-1.44, -0.57, 3.47], [-2.05, 0.75, 3.11], [-1.09, 1.75, 3.22], [-2.15, -1.36, 3.20], [-1.20, -0.69, 4.53], [-0.61, -0.76, 2.79], [-2.83, 0.99, 3.84], [-2.48, 0.76, 2.11], [-1.46, 2.59, 2.93], [3.04, 8.75, -2.05], [3.16, 7.36, -1.43], [1.90, 6.91, -1.15], [3.98, 9.31, -2.07], [2.32, 9.40, -1.55], [2.81, 8.59, -3.10], [3.71, 7.48, -0.50], [3.75, 6.67, -2.03], [1.98, 6.03, -0.78], [4.07, -0.49, 0.74], [3.13, -1.32, 1.58], [2.64, -2.36, 0.73], [4.74, -1.15, 0.19], [4.60, 0.26, 1.32], [3.62, 0.11, -0.05], [2.25, -0.82, 1.98], [3.61, -1.82, 2.42], [1.85, -2.05, 0.28], [-5.23, -3.60, 1.54], [-3.79, -3.60, 1.06], [-3.79, -4.20, -0.17], [-5.81, -2.83, 1.03], [-5.28, -3.26, 2.58], [-5.71, -4.57, 1.40], [-3.17, -4.12, 1.80], [-3.44, -2.58, 0.96], [-2.99, -3.91, -0.61], [0.31, 0.76, 0.00], [-0.60, -0.33, -0.47], [0.11, -1.56, -0.42], [1.19, 0.90, -0.62], [0.73, 0.53, 0.98], [-0.22, 1.71, -0.06], [-0.83, -0.22, -1.53], [-1.54, -0.48, 0.07], [-0.46, -2.23, -0.79], [5.64, -5.89, 0.24], [4.96, -4.97, 1.20], [3.65, -4.88, 0.73], [5.45, -5.66, -0.81], [5.45, -6.95, 0.37], [6.73, -5.81, 0.32], [5.45, -4.00, 1.18], [4.93, -5.28, 2.24], [3.32, -3.99, 0.85], [-1.86, 7.87, 3.15], [-1.58, 7.49, 1.70], [-2.07, 6.19, 1.43], [-1.56, 8.90, 3.33], [-1.39, 7.19, 3.85], [-2.94, 7.86, 3.35], [-0.53, 7.47, 1.41], [-2.08, 8.17, 1.01], [-1.77, 6.05, 0.53], [0.70, 4.20, 0.91], [2.19, 3.83, 0.93], [2.90, 4.53, -0.08], [0.14, 3.62, 1.64], [0.27, 3.99, -0.07], [0.55, 5.27, 1.06], [2.34, 2.76, 0.79], [2.53, 4.13, 1.92], [3.78, 4.15, -0.01], [-3.80, 3.52, 5.08], [-3.46, 4.61, 4.08], [-2.45, 4.18, 3.11], [-4.33, 3.89, 5.96], [-2.87, 3.15, 5.51], [-4.43, 2.72, 4.70], [-3.05, 5.50, 4.56], [-4.33, 4.92, 3.48], [-2.21, 4.91, 2.53], [-0.02, 4.11, -3.89], [-1.29, 3.73, -3.12], [-1.37, 2.27, -3.13], [0.07, 3.82, -4.94], [0.87, 3.68, -3.43], [0.03, 5.20, -3.90], [-2.13, 4.21, -3.62], [-1.27, 4.08, -2.08], [-1.86, 2.03, -2.35], [-4.96, -0.54, -2.74], [-4.79, -0.97, -1.27], [-5.14, 0.16, -0.55], [-5.97, -0.26, -3.04], [-4.66, -1.39, -3.36], [-4.37, 0.32, -3.07], [-3.71, -1.10, -1.14], [-5.25, -1.94, -1.07], [-5.35, -0.11, 0.35], [5.44, 2.25, -1.43], [6.04, 3.66, -1.47], [5.73, 4.20, -0.22], [5.33, 1.77, -2.40], [4.40, 2.33, -1.13], [5.95, 1.54, -0.77], [5.57, 4.31, -2.21], [7.12, 3.65, -1.55], [6.06, 5.11, -0.20], [-1.12, -7.32, 0.10], [-1.43, -7.28, -1.38], [-0.68, -6.27, -2.05], [-1.34, -6.36, 0.57], [-0.08, -7.59, 0.25], [-1.76, -8.06, 0.57], [-2.49, -7.07, -1.50], [-1.20, -8.28, -1.76], [0.25, -6.43, -1.86], [-7.28, 0.81, 3.30], [-6.15, 1.02, 2.31], [-5.43, -0.17, 2.13], [-8.01, 0.08, 2.95], [-7.94, 1.67, 3.40], [-6.97, 0.55, 4.31], [-5.43, 1.76, 2.67], [-6.42, 1.35, 1.30], [-5.23, -0.62, 2.96], [2.32, -7.58, -3.45], [2.96, -6.99, -2.11], [1.98, -6.29, -1.41], [1.36, -8.05, -3.26], [2.92, -8.44, -3.76], [2.23, -6.88, -4.27], [3.74, -6.26, -2.34], [3.40, -7.75, -1.46], [2.40, -5.89, -0.65], [1.70, -1.32, 5.82], [2.44, -2.43, 6.55], [2.23, -3.65, 5.95], [2.11, -1.18, 4.82], [1.95, -0.39, 6.32], [0.61, -1.42, 5.82], [2.24, -2.48, 7.62], [3.50, -2.20, 6.44], [2.88, -4.26, 6.31], [2.83, 0.90, -3.52], [1.59, 0.25, -4.14], [0.86, 1.18, -4.89], [3.41, 1.45, -4.26], [3.40, 0.12, -3.02], [2.52, 1.68, -2.83], [0.95, -0.24, -3.40], [1.92, -0.55, -4.80], [0.15, 1.54, -4.35]]
}